[1]
The following is a DFT calculation (the ωB97M-V functional and the def2-TZVPD basis) of a molecular structure, C12H12NO4SbSe4SiW.

The geometry in XYZ format:
```
36
Properties=species:S:1:pos:R:3
W 0.89 1.43 -0.02
O -1.08 0.64 6.82
C -1.32 0.67 5.65
O -2.59 0.55 5.18
C -0.31 0.72 4.56
C 0.03 -0.49 3.97
C 0.62 -0.48 2.73
N 0.90 0.67 2.13
C 0.74 1.83 2.79
C 0.14 1.92 4.02
C 1.12 2.82 1.72
O 0.19 3.22 0.94
O 2.29 2.67 1.27
H -0.30 -1.43 4.40
H 0.76 -1.39 2.15
H -0.10 2.88 4.46
C 3.89 -1.13 1.06
Si 4.30 -0.06 -0.42
C 4.91 -1.07 -1.86
C 5.45 1.33 0.04
C 2.70 0.75 -0.97
C 1.89 1.45 -1.67
H 4.78 -1.67 1.40
H 3.13 -1.87 0.80
H 3.52 -0.52 1.88
H 5.84 -1.58 -1.60
H 5.10 -0.44 -2.72
H 4.18 -1.83 -2.14
H 6.39 0.93 0.42
H 5.00 1.95 0.82
H 5.66 1.96 -0.82
Se -2.21 -2.64 2.49
Sb -2.86 -0.55 1.64
Se -0.76 -0.17 -0.41
Se -4.62 -0.38 0.12
Se -3.13 1.27 3.58
```

## Properties
- Energy relative to the best compared isomer or geometry (same formula, charge and spin): 4.3864 eV
- LUMO energy: -2.59 eV
- Highest occupied orbital energy: -8.59 eV
- Electronic energy: -11022.6743 a.u.



[2]
The following is a DFT calculation (the ωB97M-V functional and the def2-TZVPD basis) of a single C3H4N4O molecule in a non-equilibrium geometry.

The geometry in XYZ format:
```
12
Properties=species:S:1:pos:R:3
N -2.65 0.25 -0.09
N -1.63 -0.88 -0.35
C -0.42 -0.49 -0.20
N -0.29 0.86 0.07
N 0.78 1.55 -0.12
C 1.85 0.51 -0.33
C 1.86 -0.77 0.17
O 0.66 -1.42 -0.10
H -2.32 0.96 0.51
H -3.32 -0.12 0.50
H 2.77 1.15 -0.47
H 2.70 -1.59 0.43
```

## Properties
- Energy relative to the best compared isomer or geometry (same formula, charge and spin): 6.3553 eV
- LUMO energy: -1.08 eV
- Highest occupied orbital energy: -8.94 eV
- Electronic energy: -410.7697 a.u.
- SMILES: N/N=c1\nncco1



[3]
The following is a DFT calculation (the ωB97M-V functional and the def2-TZVPD basis) of a molecular structure, C26H24BIIrNO3PS.

The geometry in XYZ format:
```
59
Properties=species:S:1:pos:R:3
Ir -1.51 0.20 -2.23
O -2.60 -3.36 -3.95
C -2.23 -2.53 -3.15
O -1.73 -1.37 -3.50
C -2.31 -2.85 -1.65
P -2.09 -1.38 -0.59
C -0.94 -1.96 0.69
C -1.24 -1.92 2.05
C -0.32 -2.39 2.98
C 0.90 -2.90 2.56
C 1.21 -2.93 1.21
C 0.30 -2.46 0.28
C -3.63 -1.03 0.30
C -4.75 -1.85 0.29
C -5.91 -1.47 0.97
C -5.95 -0.26 1.65
C -4.83 0.56 1.66
C -3.68 0.19 0.99
H -1.50 -3.54 -1.43
H -3.24 -3.40 -1.48
H -2.19 -1.53 2.39
H -0.56 -2.35 4.04
H 1.62 -3.26 3.29
H 2.16 -3.31 0.87
H 0.55 -2.46 -0.77
H -4.74 -2.80 -0.24
H -6.77 -2.12 0.96
H -6.85 0.04 2.17
H -4.85 1.52 2.17
H -2.83 0.85 0.99
B -2.54 3.91 0.50
C -2.10 2.76 -0.50
N -1.76 1.86 -1.14
H -3.69 4.21 0.23
H -1.78 4.84 0.38
H -2.48 3.40 1.61
C 6.16 3.31 0.88
C 7.28 2.35 1.20
O 8.34 2.70 1.66
S 7.04 0.61 0.90
C 5.38 0.50 0.28
C 5.13 0.59 -1.09
C 3.83 0.51 -1.56
C 2.75 0.35 -0.69
C 3.02 0.25 0.69
C 4.31 0.32 1.16
C 1.42 0.28 -1.18
C 0.29 0.23 -1.60
H 5.28 3.07 1.49
H 5.85 3.21 -0.16
H 6.50 4.32 1.09
H 5.96 0.72 -1.77
H 3.63 0.59 -2.62
H 2.19 0.13 1.37
H 4.51 0.25 2.22
I 0.44 2.71 -4.05
C -1.23 1.36 -3.94
H -1.13 0.72 -4.81
H -2.09 2.03 -4.08
```

## Properties
- Energy relative to the best compared isomer or geometry (same formula, charge and spin): 0.0000 eV
- LUMO energy: 2.08 eV
- Total charge: -1
- Highest occupied orbital energy: -5.61 eV
- Electronic energy: -2452.1409 a.u.



[4]
The following is a DFT calculation (the ωB97M-V functional and the def2-TZVPD basis) of 11 unconnected molecules or ions with the total composition C34H72Br6N4O16 in a non-equilibrium geometry.

The geometry in XYZ format:
```
132
Properties=species:S:1:pos:R:3
C -0.89 4.47 3.37
C -1.84 5.50 2.87
O -2.88 4.87 2.12
C -2.73 4.59 0.78
O -1.91 5.07 -0.03
O -3.93 4.08 0.41
C -4.25 4.13 -1.03
H -0.41 3.94 2.55
H -1.27 3.63 3.94
H 0.00 4.77 3.93
H -1.32 6.23 2.25
H -2.31 6.05 3.69
H -3.58 4.71 -1.66
H -5.31 4.33 -1.20
H -4.14 3.13 -1.45
C 5.42 0.96 2.32
C 4.93 2.03 3.18
O 4.08 2.81 2.32
C 3.59 4.01 2.65
O 3.52 4.58 3.73
O 2.96 4.59 1.57
C 2.19 5.78 1.86
H 6.04 0.34 2.96
H 6.02 1.19 1.43
H 4.59 0.38 1.91
H 5.66 2.75 3.56
H 4.41 1.70 4.09
H 1.91 6.01 2.89
H 1.19 5.64 1.46
H 2.67 6.69 1.51
C 1.61 0.33 2.06
C 1.12 1.07 0.84
O 0.45 -0.03 0.18
C 0.28 -0.05 -1.08
O 0.63 0.85 -1.89
O -0.49 -1.02 -1.35
C -1.07 -1.11 -2.68
H 2.05 1.11 2.68
H 2.44 -0.37 1.92
H 0.84 -0.23 2.59
H 2.05 1.40 0.38
H 0.47 1.92 1.05
H -0.52 -0.62 -3.48
H -1.96 -0.48 -2.76
H -1.32 -2.12 -3.01
C -1.48 -2.90 1.44
C -1.68 -3.78 0.24
O -1.55 -5.13 0.59
C -2.62 -5.90 1.06
O -3.71 -5.51 1.55
O -2.29 -7.26 0.92
C -3.25 -8.25 1.00
H -2.34 -3.06 2.08
H -1.40 -1.86 1.11
H -0.55 -3.15 1.95
H -0.91 -3.51 -0.48
H -2.67 -3.49 -0.13
H -3.96 -8.12 0.18
H -3.79 -8.35 1.95
H -2.76 -9.18 0.75
C 4.87 -2.37 2.09
O 4.59 -2.86 3.17
N 4.19 -2.56 0.94
C 4.67 -2.03 -0.35
C 2.83 -3.01 0.95
H 5.89 -2.00 1.88
H 4.83 -2.88 -1.01
H 5.68 -1.64 -0.24
H 3.97 -1.27 -0.69
H 2.23 -2.14 0.71
H 2.71 -3.86 0.27
H 2.56 -3.26 1.97
C 2.01 -0.94 -5.60
O 1.92 0.21 -5.23
N 0.98 -1.64 -6.16
C 1.18 -2.93 -6.81
C -0.34 -1.03 -6.26
H 2.90 -1.59 -5.56
H 2.14 -3.43 -6.87
H 0.88 -2.76 -7.84
H 0.44 -3.58 -6.34
H -0.61 -0.92 -7.31
H -1.09 -1.49 -5.62
H -0.20 0.00 -5.93
C 2.60 0.42 8.26
O 2.51 0.96 9.35
N 1.64 0.31 7.37
C 1.81 -0.72 6.28
C 0.25 0.75 7.56
H 3.57 0.05 7.90
H 1.46 -1.69 6.64
H 2.87 -0.86 6.09
H 1.36 -0.49 5.32
H -0.51 -0.04 7.64
H 0.20 1.38 8.45
H -0.03 1.38 6.72
C -2.55 2.88 -4.21
O -3.69 3.31 -4.42
N -1.41 3.55 -4.56
C -0.03 3.00 -4.21
C -1.38 4.81 -5.33
H -2.35 1.89 -3.75
H 0.36 3.67 -3.44
H 0.66 2.93 -5.05
H -0.06 1.98 -3.84
H -2.40 5.14 -5.51
H -0.94 5.65 -4.78
H -0.78 4.72 -6.24
Br -3.27 1.33 5.84
C -4.10 1.07 4.10
C -2.97 1.13 3.10
Br -1.76 -0.41 3.36
H -4.81 1.88 3.92
H -4.85 0.29 4.19
H -2.34 2.02 3.10
H -3.30 1.04 2.06
Br -6.26 -0.71 -6.87
C -5.55 -0.43 -5.00
C -5.28 -1.73 -4.23
Br -4.50 -1.42 -2.39
H -6.29 0.22 -4.53
H -4.68 0.22 -5.05
H -4.63 -2.40 -4.79
H -6.23 -2.23 -4.03
Br -0.38 -4.26 -3.93
C 1.30 -4.57 -2.90
C 2.54 -4.08 -3.56
Br 2.64 -5.28 -5.19
H 1.37 -5.59 -2.51
H 0.98 -4.05 -2.00
H 3.40 -4.23 -2.90
H 2.56 -3.03 -3.83
```

## Properties
- Spin multiplicity: 2
- LUMO energy (spin up / spin down): 1.65 / 1.65 eV
- Total charge: -1
- Highest occupied orbital energy (spin up / spin down): -0.65 / -6.14 eV
- Electronic energy: -18205.5223 a.u.